A structure of composition C51H65GeN6O2Ti. Source: OMol25; level of theory: wB97M-V/def2-TZVPD.

```
126
C51H65GeN6O2Ti (wB97M-V/def2-TZVPD)
Ti 0.117 0.390 -0.189
C 3.601 -2.586 -2.198
C 2.182 -2.254 -2.679
C 1.686 -3.364 -3.612
C 2.102 -0.904 -3.361
C 3.080 -0.572 -4.294
C 3.042 0.630 -4.978
C 1.987 1.501 -4.763
C 0.978 1.202 -3.851
C -0.178 2.172 -3.723
C -0.114 2.957 -2.416
C -1.541 1.521 -3.970
C 1.068 0.008 -3.128
N 0.110 -0.318 -2.095
C -0.760 -1.332 -2.413
O -0.981 -1.833 -3.489
C -1.460 -1.840 -1.171
C -2.330 -2.909 -1.110
C -2.875 -3.231 0.127
C -2.539 -2.501 1.266
C -1.650 -1.461 1.121
N -1.142 -1.164 -0.072
C -1.034 -0.649 2.239
O -1.519 -0.660 3.341
N 0.106 -0.002 1.781
C 1.044 0.414 2.801
C 1.508 1.738 2.833
C 2.381 2.118 3.850
C 2.814 1.212 4.798
C 2.398 -0.104 4.716
C 1.526 -0.537 3.724
C 1.195 -2.024 3.710
C 2.460 -2.885 3.584
C 0.431 -2.444 4.967
C 1.120 2.807 1.830
C 2.326 3.562 1.274
C 0.126 3.805 2.424
H 3.571 -3.360 -1.428
H 4.115 -1.714 -1.796
H 4.213 -2.976 -3.013
H 1.533 -2.233 -1.800
H 2.350 -3.435 -4.476
H 0.673 -3.183 -3.973
H 1.713 -4.326 -3.097
H 3.889 -1.267 -4.484
H 3.817 0.877 -5.692
H 1.923 2.424 -5.326
H -0.036 2.909 -4.518
H 0.026 2.267 -1.567
H -1.018 3.523 -2.202
H 0.742 3.635 -2.395
H -1.905 0.979 -3.100
H -1.490 0.815 -4.798
H -2.280 2.286 -4.216
H -2.561 -3.451 -2.016
H -3.561 -4.064 0.208
H -2.934 -2.727 2.247
H 2.722 3.143 3.900
H 3.481 1.526 5.590
H 2.760 -0.819 5.444
H 0.577 -2.248 2.838
H 3.060 -2.834 4.494
H 3.097 -2.571 2.759
H 2.192 -3.930 3.428
H 1.060 -2.310 5.849
H 0.169 -3.503 4.914
H -0.477 -1.864 5.106
H 0.613 2.321 0.970
H 2.749 4.216 2.038
H 2.025 4.200 0.440
H 3.121 2.896 0.945
H 0.626 4.381 3.206
H -0.734 3.313 2.872
H -0.231 4.502 1.665
C -5.226 2.132 4.084
C -4.179 3.199 3.788
C -3.650 3.144 2.355
C -2.846 1.873 2.071
Ge -2.068 1.942 0.274
C -3.565 1.735 -0.966
C -4.229 0.359 -0.930
C -5.269 0.137 -2.025
C -6.426 1.125 -1.963
H -5.617 2.221 5.097
H -4.814 1.127 3.984
H -6.071 2.216 3.396
H -3.336 3.089 4.479
H -4.601 4.189 3.978
H -3.037 4.028 2.155
H -4.499 3.204 1.665
H -3.494 0.995 2.140
H -2.072 1.728 2.826
H -1.574 3.393 0.092
H -3.251 1.994 -1.978
H -4.268 2.513 -0.655
H -4.702 0.208 0.048
H -3.466 -0.420 -1.015
H -5.656 -0.883 -1.946
H -4.775 0.203 -3.001
H -6.891 1.122 -0.974
H -7.199 0.878 -2.691
H -6.096 2.145 -2.169
N 7.248 -0.271 0.873
C 8.565 0.044 0.598
C 9.767 -0.361 1.176
C 10.915 0.167 0.628
C 10.875 1.069 -0.456
C 9.683 1.464 -1.016
C 8.507 0.938 -0.473
N 7.190 1.167 -0.836
C 6.487 0.437 -0.018
C 5.022 0.381 -0.063
C 4.273 -0.534 0.668
C 2.900 -0.519 0.567
N 2.244 0.365 -0.199
C 2.974 1.235 -0.925
C 4.348 1.267 -0.897
H 6.922 -0.863 1.616
H 9.804 -1.053 2.007
H 11.874 -0.117 1.038
H 11.806 1.455 -0.848
H 9.644 2.157 -1.845
H 4.736 -1.277 1.303
H 2.289 -1.221 1.115
H 2.423 1.922 -1.556
H 4.898 1.977 -1.498
```

The calculation puts the lowest unoccupied orbital energy (alpha / beta) at -3.96 / -3.95 eV. The energy above the lowest of the compared OMol25 structures with the same formula, charge and spin is 0.000 eV. As for the charge: +1.